{"formula": "CH11O4S", "method": "the ωB97M-V functional and the def2-TZVPD basis", "species": ["C", "S", "H", "H", "H", "H", "H", "O", "H", "H", "O", "H", "H", "O", "H", "H", "O"], "xyz": [[2.44687, -1.08226, 0.82305], [0.87930, -2.11023, 0.41836], [2.14441, -0.59580, 1.76958], [3.33481, -1.73346, 0.75349], [2.90680, -0.19229, 0.34538], [-0.09992, 0.57809, 2.05251], [-0.45747, -0.40412, 0.95545], [-0.72387, 0.51780, 1.34240], [1.55497, 0.29944, -2.95602], [1.35852, 0.04251, -1.50533], [1.47710, 0.75359, -2.16466], [-3.77312, -0.91896, -0.04028], [-3.83357, -0.05545, 1.16898], [-4.34196, -0.28760, 0.38287], [-0.35672, 1.76725, -0.58741], [-1.32732, 1.30949, -1.69339], [-1.18882, 2.11201, -1.06500]], "nbo_charge": [-0.76, -0.71, 0.19, 0.19, 0.18, 0.45, 0.49, -1.02, 0.45, 0.50, -0.96, 0.47, 0.48, -0.95, 0.49, 0.46, -0.96], "total_charge": -1, "e_lumo_ev": 3.6, "orbital_gap_ev": 7.071, "homo_energy_ev": -3.4542, "de_lowest_ev": 1.5679}